# 1
{
  "formula": "C7H16N",
  "method": "the ωB97M-V functional and the def2-TZVPD basis",
  "symbols": ["C", "C", "C", "C", "C", "C", "C", "N", "H", "H", "H", "H", "H", "H", "H", "H", "H", "H", "H", "H", "H", "H", "H", "H"],
  "positions_angstrom": [[-0.3172, -0.8066, 1.0446], [-0.2984, 0.0212, 0.0136], [0.7165, -1.8222, 1.2287], [-1.4803, -0.7455, 2.0613], [-1.4097, 1.0941, -0.0810], [0.4330, 0.1319, -2.3403], [0.8508, 0.1225, -0.9043], [1.5640, 1.4734, -0.5337], [1.7301, -1.4363, 1.2085], [0.4884, -2.4011, 2.1514], [0.7827, -2.6293, 0.4330], [-1.2392, -0.8718, 3.1369], [-1.6398, 0.3340, 1.9270], [-2.2322, -1.4770, 1.8963], [-1.2865, 1.7350, 0.7275], [-1.2334, 1.5480, -1.0190], [-2.3011, 0.5695, -0.0310], [0.0736, 1.0463, -2.5883], [-0.4673, -0.5466, -2.5192], [1.2563, -0.0591, -3.0731], [1.5885, -0.6428, -0.7251], [2.4204, 1.4792, -1.0951], [1.6341, 1.5131, 0.5205], [0.9656, 2.2134, -0.9191]],
  "total_energy_ha": -330.76681,
  "smiles": "CC(C)=C(C)[C@@H](C)[NH3+]",
  "de_lowest_kcal_mol": 38.8,
  "multiplicity": 1,
  "e_homo_ev": -13.01,
  "total_charge": 1,
  "orbital_gap_ev": 9.5
}

---

# 2
{
  "formula": "C7H16N",
  "method": "the ωB97M-V functional and the def2-TZVPD basis",
  "symbols": ["C", "C", "C", "C", "C", "C", "C", "N", "H", "H", "H", "H", "H", "H", "H", "H", "H", "H", "H", "H", "H", "H", "H", "H"],
  "positions_angstrom": [[2.3394, 0.0516, 1.1267], [1.2398, 0.9439, 0.5973], [0.5118, 0.6346, -0.7930], [-0.1274, -0.7032, -0.8937], [-0.9521, -1.3165, 0.1943], [-2.2417, -1.6423, -0.5744], [-3.4192, -0.9724, -0.5410], [1.7864, 2.3802, 0.6179], [3.4554, 0.0624, 0.9959], [1.8926, -0.9326, 0.8188], [2.3004, -0.0628, 2.2535], [0.3672, 1.0522, 1.2335], [-0.2838, 1.5625, -1.0527], [1.4394, 0.6550, -1.5176], [-0.7338, -0.6619, -1.8584], [0.6771, -1.4761, -1.1592], [-0.4789, -2.2808, 0.6402], [-1.1113, -0.9264, 1.1801], [-2.1031, -2.5160, -1.2685], [-4.3006, -1.2864, -1.1409], [-3.5130, -0.0624, 0.0346], [2.8710, 2.3228, 0.4555], [1.5978, 2.8494, 1.6163], [1.3145, 3.0654, -0.2537]],
  "total_energy_ha": -330.69534,
  "smiles": "C=CCCC[C@@H](C)[NH3+]",
  "de_lowest_kcal_mol": 83.6,
  "multiplicity": 1,
  "e_homo_ev": -12.23,
  "total_charge": 1,
  "orbital_gap_ev": 8.3
}

---

# 3
{
  "formula": "C7H16N2O",
  "method": "the ωB97M-V functional and the def2-TZVPD basis",
  "symbols": ["C", "C", "C", "C", "C", "O", "H", "H", "H", "H", "H", "H", "H", "H", "H", "H", "C", "N", "C", "N", "H", "H", "H", "H", "H", "H"],
  "positions_angstrom": [[-1.4498, -0.9634, -0.9526], [0.6913, -1.0221, 2.1533], [1.2010, -1.9399, -0.1791], [-0.6893, -0.3242, 0.1680], [0.5680, -0.8219, 0.6407], [-1.5457, 0.3040, 1.0275], [-1.0444, 0.8279, 1.6653], [-1.8272, -1.9363, -0.6162], [-2.3036, -0.3501, -1.2316], [-0.8268, -1.1342, -1.8272], [0.4704, -0.1146, 2.7202], [0.0170, -1.8066, 2.5101], [2.2086, -2.1446, 0.1865], [0.6260, -2.8698, -0.1172], [1.2927, -1.6689, -1.2319], [1.7131, -1.3085, 2.4070], [-1.2122, 2.2167, -1.4987], [1.8470, 1.4366, 0.2380], [0.0416, 1.5358, -1.0397], [0.6968, 2.0426, -0.0124], [2.1741, 1.7924, 1.1391], [1.3766, 0.1542, 0.4573], [0.5777, 0.8985, -1.7464], [-0.9843, 3.1978, -1.9263], [-1.9007, 2.3646, -0.6645], [-1.7180, 1.6339, -2.2691]],
  "total_energy_ha": -460.95124,
  "de_lowest_kcal_mol": 95.8,
  "multiplicity": 1,
  "e_homo_ev": -8.03,
  "total_charge": 0,
  "orbital_gap_ev": 8.8
}

---

# 4
{
  "formula": "C7H16N2O",
  "method": "the ωB97M-V functional and the def2-TZVPD basis",
  "symbols": ["C", "C", "C", "N", "N", "C", "O", "H", "H", "H", "H", "H", "H", "H", "H", "H", "H", "C", "C", "C", "H", "H", "H", "H", "H", "H"],
  "positions_angstrom": [[-0.4242, -0.6794, -1.3978], [2.0788, -0.0409, -1.1346], [0.6491, 0.3541, -1.4303], [-0.0694, -0.1325, -2.6780], [-0.0734, -2.0317, -1.0407], [0.2671, 1.7831, -1.1751], [-1.6968, -0.3630, -0.9506], [-1.6534, -0.2258, 0.0056], [0.4243, -0.7804, -3.2837], [-0.7154, 1.8970, -1.6682], [0.6211, -2.4161, -1.6710], [-0.9070, -2.6073, -1.1000], [2.6093, -0.2981, -2.0520], [2.6007, 0.7838, -0.6570], [2.1086, -0.9012, -0.4671], [0.9810, 2.4669, -1.6202], [0.1737, 1.9805, -0.0991], [-1.1301, 1.1098, 2.9428], [-0.2844, 0.0934, 2.2489], [-0.6263, -1.1698, 2.0645], [0.6537, 0.4600, 1.8506], [-0.5894, 1.5376, 3.7873], [-1.3766, 1.9284, 2.2650], [-2.0548, 0.6678, 3.3073], [-1.5639, -1.5582, 2.4328], [-0.0023, -1.8580, 1.5205]],
  "total_energy_ha": -461.00896,
  "smiles": "CC1(C)N[C@]1(N)O.C=CC",
  "de_lowest_kcal_mol": 59.5,
  "multiplicity": 1,
  "e_homo_ev": -8.71,
  "total_charge": 0,
  "orbital_gap_ev": 9.6
}

---

# 5
{
  "formula": "C7H16N2O",
  "method": "the ωB97M-V functional and the def2-TZVPD basis",
  "symbols": ["C", "C", "C", "C", "C", "C", "C", "N", "N", "O", "H", "H", "H", "H", "H", "H", "H", "H", "H", "H", "H", "H", "H", "H", "H", "H"],
  "positions_angstrom": [[-1.2195, 0.6979, -0.4508], [-0.9685, -0.7069, -0.8232], [-2.1861, -1.4491, -0.2456], [-3.1966, -0.3285, 0.0317], [-2.9929, 2.1211, 0.4082], [3.6675, -1.2749, 0.1336], [2.7121, 0.9440, -0.0838], [-2.4017, 0.8882, -0.0073], [3.7200, 0.1223, 0.6319], [3.3594, 1.8778, -0.6681], [-0.9253, -0.7798, -1.9152], [-0.0144, -1.0716, -0.4470], [-2.5817, -2.1916, -0.9322], [-1.9196, -1.9602, 0.6785], [-3.9764, -0.2673, -0.7330], [-3.6913, -0.4283, 1.0005], [-3.1253, 2.1254, 1.4937], [-3.9836, 2.2251, -0.0378], [-2.3778, 2.9730, 0.1236], [4.3610, -1.8998, 0.6927], [2.6589, -1.6660, 0.2503], [3.9435, -1.3002, -0.9189], [-0.5093, 1.5044, -0.5600], [3.4935, 0.1330, 1.6367], [4.6733, 0.5094, 0.5057], [2.8403, 2.4984, -1.2093]],
  "total_energy_ha": -460.39254,
  "de_lowest_kcal_mol": 0.0,
  "multiplicity": 1,
  "e_homo_ev": -18.04,
  "total_charge": 2,
  "orbital_gap_ev": 10.5
}

---

# 6
{
  "formula": "C7H16N2O2",
  "method": "the ωB97M-V functional and the def2-TZVPD basis",
  "symbols": ["C", "C", "C", "C", "C", "C", "C", "H", "H", "H", "H", "H", "H", "H", "H", "H", "H", "H", "H", "H", "H", "H", "H", "N", "N", "O", "O"],
  "positions_angstrom": [[-4.2900, -0.1401, -0.4595], [-3.9225, 1.0787, 0.2755], [-1.4331, 0.7078, -0.1264], [-0.3222, 1.4563, -0.2377], [1.1657, -1.7963, 0.6386], [2.6910, -0.5245, -0.5651], [4.9716, -0.6822, -0.1689], [-4.1184, -0.0161, -1.5403], [-3.6717, -0.9722, -0.1075], [-5.3528, -0.3807, -0.3229], [-4.4763, 2.6656, 1.1579], [-2.3348, 2.1081, 0.9876], [-1.5296, -0.3142, -0.4872], [0.5940, 1.0562, -0.6687], [-0.3564, 2.4725, 0.1237], [1.9543, -2.4562, 1.0019], [1.0012, -1.0180, 1.3791], [0.2326, -2.3678, 0.4957], [2.6496, 0.2544, 0.2169], [2.8197, -0.0068, -1.5074], [5.7403, -1.4365, -0.0229], [4.9481, -0.0409, 0.7287], [5.2216, -0.0611, -1.0323], [-4.8729, 1.8653, 0.6540], [-2.5615, 1.2124, 0.5372], [1.4920, -1.2665, -0.6392], [3.7605, -1.3969, -0.3106]],
  "total_energy_ha": -536.23655,
  "smiles": "[H]/N=C(/C)NC=C.COCOC",
  "de_lowest_kcal_mol": 52.5,
  "multiplicity": 1,
  "e_homo_ev": -8.54,
  "total_charge": 0,
  "orbital_gap_ev": 9.4
}

---

Question: Number 1 is which compound?
Answer: C7H16N